Density functional theory data (the ωB97M-V functional and the def2-TZVPD basis) for a molecular structure, C36H35BrN8O5S2W.

The geometry in XYZ format:
```
88
Properties=species:S:1:pos:R:3:forces:R:3
W -0.41823 0.26025 -0.86958 -0.12 0.50 -0.06
C 6.30157 -1.42925 -1.54828 -0.03 -0.02 0.08
C 4.94197 -1.32755 -2.17318 0.01 -0.07 -0.04
C 4.35047 -2.45745 -2.72928 0.06 0.15 -0.05
C 3.06867 -2.39205 -3.23788 0.08 0.16 -0.10
C 2.37437 -1.19505 -3.20578 -0.30 -0.10 -0.23
C 2.96507 -0.04965 -2.71178 0.00 0.12 -0.23
C 4.24347 -0.12665 -2.18168 -0.02 -0.10 -0.15
S 0.69657 -1.25415 -3.91958 1.07 0.49 1.18
O 0.89287 -0.70375 -5.26308 -0.16 0.36 -1.04
O -0.79053 -2.96955 -2.38278 -0.44 -0.40 0.33
N -0.10573 -0.05095 -2.95598 0.02 -0.92 -0.86
C -0.41933 1.09285 -3.79888 -0.16 0.47 0.02
C -0.29413 2.37205 -2.96238 0.12 -0.88 -1.62
O -0.29473 3.48415 -3.44348 -0.14 0.07 0.35
O -0.22113 2.09355 -1.70108 -0.14 0.37 0.93
H 6.96427 -2.05265 -2.14788 0.06 0.03 0.00
H 6.22117 -1.88845 -0.56148 0.06 -0.03 0.07
H 6.74977 -0.44685 -1.42018 0.09 0.05 -0.02
H 4.89377 -3.39115 -2.75238 0.07 -0.13 0.02
H 2.59957 -3.26455 -3.66558 -0.04 -0.16 -0.03
H 2.43997 0.89865 -2.74308 -0.01 -0.13 0.08
H 4.70517 0.75555 -1.76508 0.04 0.15 0.06
H -1.44963 1.04935 -4.20118 0.21 0.17 0.05
H 0.25897 1.14175 -4.66348 -0.32 0.12 0.26
C -3.20793 1.63775 1.30182 0.06 -0.19 -0.08
C -2.07893 2.62595 1.28212 0.89 -0.87 -0.48
C -2.31723 3.87495 1.86102 0.35 0.90 0.24
C -1.31853 4.81415 1.90812 -0.32 -0.62 -0.18
C -0.04653 4.47705 1.39982 -0.15 -0.38 -0.11
C 1.03207 5.37355 1.44492 0.50 0.13 -0.06
C 2.27157 4.99265 0.98902 -0.46 0.52 0.34
C 2.47377 3.70785 0.50692 -0.50 -0.68 -0.12
C 1.43207 2.79325 0.44592 0.40 -0.41 -0.14
S 1.81047 1.15025 -0.03068 -0.26 -0.24 -0.16
C 0.12937 3.17065 0.85562 0.03 0.58 0.26
N -0.89843 2.27595 0.76972 -0.83 0.52 0.16
H -4.04673 2.02845 0.72152 -0.06 -0.08 0.01
H -3.54593 1.50555 2.33212 -0.07 -0.02 0.00
H -2.90053 0.67375 0.89902 -0.04 0.13 0.08
H -3.29923 4.07455 2.26492 -0.07 0.08 0.02
H -1.48573 5.79115 2.33602 -0.01 0.12 0.04
H 0.87327 6.35885 1.85482 -0.03 0.15 0.03
H 3.09817 5.68605 1.01952 0.07 0.09 0.01
H 3.45337 3.39275 0.18342 0.09 -0.04 -0.08
N -4.79183 0.60205 -1.99508 1.30 -0.16 0.27
C -4.45893 1.90935 -2.29838 -0.12 -0.38 0.15
C -3.13503 2.05805 -2.03848 0.11 0.05 -0.03
N -2.58923 0.87735 -1.60248 -1.44 -1.52 0.23
C -3.63383 -0.01315 -1.56968 0.42 3.14 -1.09
C -3.42093 -1.25105 -0.97968 1.52 -2.55 1.50
N -2.16893 -1.51045 -0.49618 -1.92 0.60 -1.14
C -2.25683 -2.73145 0.11992 0.13 0.29 0.05
C -3.51423 -3.22475 0.02012 -0.32 0.25 -0.08
N -4.26973 -2.29255 -0.66698 1.12 0.74 -0.17
H -5.66983 0.15525 -2.18708 -0.05 0.01 0.07
H -5.18053 2.61635 -2.65118 -0.14 0.08 -0.12
H -2.56143 2.96055 -2.14538 0.20 0.01 0.00
H -1.39703 -3.17855 0.57712 0.20 -0.11 0.04
H -3.94203 -4.13695 0.37492 -0.09 -0.26 0.04
H -5.21283 -2.42065 -0.98258 -0.09 0.04 0.03
Br 3.23767 -5.74805 -0.74118 -0.05 0.08 -0.08
C 2.19387 -4.15895 -0.77468 -0.20 -0.06 0.06
C 1.06747 -4.08685 -1.56488 -0.06 -0.03 0.18
C 0.31827 -2.91115 -1.58298 -0.41 0.49 0.23
C 0.65157 -1.75725 -0.83318 0.16 -0.10 -0.02
C 1.77987 -1.94265 -0.01248 -0.15 0.19 0.06
C 2.55637 -3.09145 0.01932 -0.09 0.00 0.10
H 0.75177 -4.91795 -2.17578 -0.04 -0.06 -0.08
H -1.25243 -2.11695 -2.35708 0.38 -0.09 -0.10
H 2.08537 -1.14475 0.65582 0.00 -0.03 -0.11
H 3.42087 -3.15275 0.66282 0.08 0.02 0.03
N -0.58393 -0.26465 1.09932 -0.04 -0.65 3.98
C -0.58023 -0.34565 2.27912 -0.08 0.07 -3.67
N -0.68123 -0.46505 3.55832 -0.03 -0.06 0.78
C 0.37607 -0.06645 4.47732 0.40 -0.09 0.46
C 0.52257 -1.14065 5.56102 0.24 0.18 -0.21
O -0.70763 -1.38785 6.20422 -0.06 0.06 0.10
C -1.68503 -1.82685 5.29192 -0.24 0.06 -0.21
C -1.94633 -0.76455 4.21802 -0.25 -0.30 0.34
H 0.09747 0.88515 4.94772 0.06 -0.06 -0.09
H 1.30817 0.06045 3.92692 -0.05 0.02 0.00
H 1.20847 -0.80285 6.33982 0.02 -0.03 -0.14
H 0.90837 -2.06895 5.11282 -0.03 0.10 0.03
H -2.58773 -2.01245 5.87672 0.02 -0.01 -0.13
H -1.36373 -2.76355 4.80992 -0.05 0.09 0.04
H -2.32843 0.14585 4.69692 -0.01 -0.06 -0.08
H -2.66733 -1.12575 3.48432 0.05 0.04 0.00
```
Forces are in eV/Å.

energy above the lowest of the compared OMol25 structures with the same formula, charge and spin = 234.7 kJ/mol
multiplicity = 1
calculated total energy = -5644.5416 a.u.

---

Density functional theory data (the ωB97M-V functional and the def2-TZVPD basis) for a molecular structure, C36H35Cl3MoN4O3S2SbSe5.

The geometry in XYZ format:
```
90
Properties=species:S:1:pos:R:3:forces:R:3
Mo -0.12462 0.28037 -0.60320 -0.15 1.14 0.27
Se -5.61747 -0.10993 -2.11494 -0.17 0.52 -0.36
Sb -3.45560 -0.92209 -2.80647 1.30 0.05 0.13
Se -0.72975 -0.10198 -2.99192 -0.73 0.47 0.07
Se -2.28453 -0.91568 -0.46161 -0.51 -0.52 1.00
Se -3.36837 -3.08067 -3.78566 -0.12 -0.40 -0.10
C 5.32119 4.96743 -2.25881 0.03 0.05 0.04
C 4.43489 3.75420 -2.27225 0.01 -0.08 -0.03
C 3.22669 3.75385 -2.94640 0.05 0.02 0.00
C 2.38527 2.64459 -2.96441 -0.06 -0.02 -0.12
C 1.08294 2.74974 -3.70467 0.03 0.02 0.04
C 2.78395 1.49413 -2.28576 0.20 0.04 0.34
Se 1.75458 -0.13295 -2.23403 0.75 -0.53 -0.45
C 4.00772 1.46061 -1.59919 -0.02 0.00 0.07
C 4.46040 0.25510 -0.82000 0.00 0.04 -0.02
C 4.80837 2.59296 -1.60645 0.05 0.12 -0.02
H 4.85174 5.80178 -2.78006 0.00 0.00 0.01
H 6.27862 4.76256 -2.74323 0.00 -0.01 0.00
H 5.53132 5.28443 -1.23530 -0.02 0.00 0.00
H 2.90957 4.65196 -3.46669 0.00 0.00 0.00
H 0.95351 1.93091 -4.41127 -0.01 -0.04 -0.01
H 1.04000 3.69131 -4.25152 -0.01 0.02 -0.01
H 0.23232 2.70744 -3.02207 0.00 0.02 0.00
H 3.77040 0.04596 -0.00013 0.01 0.01 0.01
H 5.44912 0.43935 -0.39923 -0.02 -0.03 0.02
H 4.50927 -0.63336 -1.45003 0.01 -0.03 -0.02
H 5.74654 2.57114 -1.06060 0.00 0.00 0.00
Cl -5.65136 1.70819 5.40403 -0.01 -0.01 -0.01
C -4.86029 0.32176 4.70564 -0.01 0.07 -0.01
C -4.60979 0.28913 3.34539 -0.02 -0.01 0.05
C -3.96843 -0.81738 2.81932 0.03 -0.07 0.05
C -3.56475 -1.89032 3.61485 -0.13 -0.02 -0.16
C -2.85042 -3.05201 2.94512 -0.06 -0.19 0.00
C -1.37679 -3.18306 3.36892 -0.09 0.04 -0.04
N -0.62998 -2.02267 2.91252 0.22 -0.04 -0.08
C -0.58460 -0.78252 3.51729 -0.03 0.04 0.00
C 0.01245 0.05232 2.62884 0.11 0.07 0.21
N 0.33460 -0.64897 1.49198 -0.38 -0.11 -0.89
C -0.06327 -1.88988 1.70190 -0.09 -0.04 0.10
O -3.47519 -4.30629 3.19130 0.07 0.13 0.02
C -4.34305 -4.76970 2.15039 0.06 0.13 0.03
C -5.41549 -3.79259 1.76886 -0.01 0.00 0.03
C -6.43946 -3.40575 2.58195 0.10 -0.09 0.13
Cl -6.73132 -3.96829 4.18293 0.01 0.01 -0.01
S -7.44278 -2.22047 1.87255 -0.05 0.05 0.00
C -6.50934 -2.22934 0.43773 -0.08 -0.11 0.04
C -5.47538 -3.10731 0.51962 0.06 0.11 -0.01
C -3.85301 -1.81907 4.97292 0.03 -0.09 0.08
Cl -3.41833 -3.11168 6.06286 0.00 0.04 -0.02
C -4.49432 -0.72409 5.53223 0.00 -0.01 -0.04
H -4.91865 1.10388 2.70417 0.01 0.02 0.00
H -3.76365 -0.84895 1.75627 0.00 0.00 -0.02
H -2.83417 -2.82802 1.87151 -0.06 -0.07 -0.02
H -0.96628 -4.07857 2.90462 0.02 0.03 -0.04
H -1.26417 -3.27926 4.44545 -0.06 0.00 0.04
H -0.99651 -0.61856 4.49800 0.04 0.01 0.00
H 0.25411 1.09457 2.73230 -0.02 -0.01 -0.01
H 0.02569 -2.70699 1.00501 -0.09 0.05 -0.06
H -4.78110 -5.68843 2.54059 0.04 0.01 0.05
H -3.75475 -5.01946 1.26104 0.01 0.03 -0.01
H -6.75430 -1.58512 -0.39443 0.02 -0.09 0.11
H -4.75920 -3.25128 -0.27997 -0.01 0.00 -0.04
H -4.70757 -0.69685 6.59072 0.01 0.00 0.00
C -3.05789 4.64869 2.08266 0.00 0.01 0.00
N -3.66246 3.84451 1.04244 0.17 0.05 -0.01
C -4.94651 3.97640 0.54192 -0.15 -0.05 -0.03
C -5.10743 3.01790 -0.39248 -0.07 -0.07 0.08
N -3.92076 2.32740 -0.46031 0.25 0.36 0.30
C -3.02800 2.82927 0.40920 -0.42 -0.15 0.03
S -1.43650 2.38229 0.74105 0.69 -0.23 -0.19
H -3.79638 5.36694 2.43011 0.01 0.01 0.01
H -2.18245 5.16904 1.69616 0.01 0.01 0.01
H -2.74311 4.01164 2.90812 0.00 0.01 0.01
H -5.62350 4.72544 0.91127 0.01 -0.01 -0.02
H -5.95050 2.71681 -0.98431 -0.02 0.04 -0.09
H -3.76447 1.49497 -1.00411 -0.12 -0.43 -0.23
O 2.77143 1.57004 1.72182 -0.21 0.18 -0.09
C 2.10218 2.20881 0.91943 0.29 -0.21 0.24
O 1.21849 1.71806 0.11800 -0.80 -0.14 -0.35
C 2.29208 3.70309 0.78023 0.12 -0.07 0.03
C 1.55986 4.44661 -0.13502 -0.05 -0.05 0.07
C 1.79777 5.80578 -0.27508 -0.04 0.06 -0.04
C 2.75789 6.42928 0.50705 0.05 0.03 0.04
C 3.47914 5.69190 1.43989 -0.02 0.04 -0.01
C 3.24823 4.33252 1.57114 0.03 -0.04 -0.02
H 0.79859 3.94905 -0.71834 0.01 -0.02 -0.07
H 1.23493 6.38013 -1.00166 -0.01 -0.01 0.01
H 2.94487 7.49082 0.39478 -0.01 0.00 0.00
H 4.21699 6.18094 2.06458 0.02 -0.01 -0.02
H 3.80549 3.73074 2.27730 -0.01 -0.01 0.00
```
Forces are in eV/Å.

energy above the lowest of the compared OMol25 structures with the same formula, charge and spin = 208.7 kJ/mol
total charge = -1
multiplicity = 3
calculated total energy = -16330.3626 a.u.
<S²> = 2.06